Entry 1:
{"formula": "C7H11N", "method": "ωB97M-V with the def2-TZVPD basis set", "elements": ["C", "H", "H", "H", "N", "H", "H", "C", "H", "C", "H", "C", "C", "H", "H", "C", "H", "H", "C"], "xyz": [[1.22545, 0.42647, -0.41558], [2.99282, 1.36270, -1.05893], [0.03525, 2.32301, -0.21811], [-2.56288, 1.02104, 1.09160], [-0.93087, -0.34654, -1.46254], [-1.56750, 0.46399, 2.42545], [-0.70607, 0.02477, -2.38616], [0.17050, -0.63840, -0.17474], [-0.35993, -2.44576, 0.87850], [-1.83283, 0.26054, 1.38097], [2.79469, -0.42069, -1.51703], [0.38237, 1.45478, 0.34714], [2.39310, 0.46028, -1.03075], [1.34190, -2.43595, 0.13396], [-2.29572, -0.72443, 1.32527], [-0.62963, 0.34784, 0.53792], [0.81893, 1.81115, 1.28739], [-1.68627, -1.02605, -1.48533], [0.41670, -1.91874, 0.34099]], "forces_ev_per_a": [[0.0, 0.1, 0.0], [-0.1, 0.0, 0.0], [0.0, 0.0, 0.0], [0.0, -0.1, 0.0], [0.2, -0.1, 0.2], [0.0, 0.0, 0.0], [0.2, -0.2, 0.1], [-0.7, 0.8, -0.7], [0.0, 0.0, 0.0], [0.0, 0.0, 0.1], [0.0, 0.0, 0.0], [-0.1, 0.0, 0.0], [-0.1, -0.1, 0.1], [0.0, 0.0, 0.0], [0.0, 0.0, 0.0], [0.5, 0.0, 0.4], [0.0, 0.0, -0.1], [0.1, 0.0, 0.0], [0.0, -0.4, 0.0]], "e_above_lowest_kcal_mol": 142.2, "homo_lumo_gap_ev": [6.1, 8.0], "total_charge": 0}

***

Entry 2:
{"formula": "C10H7N2O5Yb", "method": "ωB97M-V with the def2-TZVPD basis set", "elements": ["C", "C", "O", "H", "H", "N", "C", "O", "O", "H", "N", "Yb", "H", "C", "C", "O", "H", "H", "C", "C", "C", "C", "H", "C", "O"], "xyz": [[-1.53294, 1.17031, -1.19358], [-3.49674, -2.86804, -0.06910], [1.74312, 2.72377, 0.27966], [-2.96616, -0.75994, 0.04432], [0.93547, -4.42331, -0.20501], [-1.29774, -2.10833, -0.05981], [-3.55030, 2.85213, 1.05876], [-2.35326, 1.77933, -1.71782], [1.62787, -1.31331, -2.65278], [-0.97016, 0.83103, 1.62804], [0.59950, -3.47427, -0.15278], [-0.27651, -0.24478, 0.04807], [-4.56609, -2.67200, -0.04473], [-2.61104, -1.81574, -0.02315], [1.28459, -0.89379, 1.60434], [1.89823, -1.35941, 2.45673], [1.32719, -2.74374, -0.11252], [-3.65061, -5.01514, -0.18513], [-0.74163, -3.32629, -0.12653], [-1.62617, -4.41456, -0.17595], [-2.97635, -4.16372, -0.14695], [1.19056, 1.76849, 0.12848], [-1.14734, -5.37533, -0.23259], [1.10791, -0.79972, -1.76627], [-4.23975, 3.41872, 1.74696]], "forces_ev_per_a": [[-4.8, 4.2, -3.4], [-0.4, 1.1, 0.0], [0.0, 0.0, 0.0], [0.5, -0.7, 0.1], [0.3, 0.1, 0.0], [1.8, 0.6, 0.0], [-0.6, 0.4, 0.6], [3.3, -2.3, 1.9], [-1.9, 2.0, 3.3], [0.5, -0.3, -0.7], [0.9, 0.2, 0.0], [-1.4, 0.8, 1.9], [0.2, -0.2, 0.0], [-1.3, -1.4, -0.1], [3.6, -2.4, 4.9], [-2.2, 1.9, -3.2], [-1.0, -1.0, 0.0], [0.0, 0.2, 0.0], [-1.8, -0.1, 0.0], [0.8, 0.4, 0.0], [0.0, -0.8, 0.0], [0.4, 0.5, 0.1], [-0.5, -0.5, 0.0], [3.1, -2.3, -4.9], [0.6, -0.4, -0.5]], "s2": 0.751, "e_above_lowest_kcal_mol": 28.0, "homo_lumo_gap_ev": [6.5, 6.6], "total_charge": 2, "spin_multiplicity": 2}

***

Entry 3:
{"formula": "C4H6O", "method": "ωB97M-V with the def2-TZVPD basis set", "elements": ["C", "O", "H", "C", "H", "H", "H", "C", "H", "H", "C"], "xyz": [[-0.49164, -0.54777, 1.36956], [1.22937, -0.60110, -1.36214], [0.38421, 2.53565, -1.94042], [-0.86303, -0.06161, -0.02206], [-1.67998, -0.59542, -0.51977], [-1.05050, -0.51652, 2.30072], [1.53111, -1.48348, 1.61550], [0.56272, -0.58343, -0.36180], [0.65052, 1.84096, -1.99505], [-1.00329, 1.01797, -0.14373], [0.73053, -1.00524, 1.05918]], "forces_ev_per_a": [[-0.1, 0.0, 0.2], [-0.4, 0.0, 0.5], [0.0, -0.1, 0.0], [-0.1, 0.1, -0.1], [0.1, 0.1, 0.1], [0.1, 0.0, -0.2], [-0.2, 0.1, -0.1], [0.3, 0.0, -0.5], [0.0, 0.1, 0.0], [0.0, -0.2, 0.0], [0.1, -0.1, 0.1]], "e_above_lowest_kcal_mol": 40.6, "homo_lumo_gap_ev": 10.4, "total_charge": 0}

***

Entry 4:
{"formula": "H8O3S2", "method": "ωB97M-V with the def2-TZVPD basis set", "elements": ["H", "H", "H", "H", "O", "H", "H", "O", "H", "H", "S", "O", "S"], "xyz": [[0.21476, 2.58589, -1.49170], [0.09579, -1.05299, 0.23075], [-2.42573, 1.45947, 1.56068], [1.45584, -5.70271, -1.50434], [2.18539, -5.07167, -1.51510], [1.86674, -4.29398, -1.09224], [-1.10858, 4.36997, 2.56140], [-0.50877, 1.99491, -1.79815], [-0.36565, 1.17934, -1.30700], [1.47472, -0.92202, 0.44048], [-2.81966, 2.70686, 1.58221], [0.74563, -0.37058, 0.21033], [-0.81047, 3.11751, 2.12268]], "forces_ev_per_a": [[-0.8, -0.6, -0.3], [-1.5, -0.5, -0.1], [-0.3, -1.0, -0.1], [0.1, 0.2, 0.0], [0.3, -1.1, -0.5], [-0.4, 0.9, 0.5], [0.2, -0.5, -0.1], [0.7, 0.6, 0.3], [0.1, 0.0, 0.1], [1.6, -0.1, 0.3], [0.5, 0.6, 0.1], [-0.2, 0.5, -0.1], [-0.5, 0.9, 0.1]], "smiles": "SS.O.O.O", "e_above_lowest_kcal_mol": 21.7, "homo_lumo_gap_ev": 8.5, "total_charge": 0}

***

Entry 5:
{"formula": "C5H8O", "method": "ωB97M-V with the def2-TZVPD basis set", "elements": ["C", "H", "H", "H", "H", "H", "H", "O", "C", "C", "C", "H", "H", "C"], "xyz": [[1.87505, -1.85981, 0.31930], [-1.84037, 1.58556, -1.61181], [-2.09379, -0.05354, -0.95775], [-3.05647, 1.30154, -0.34037], [1.91758, 1.57630, 0.04476], [-0.33285, -0.51793, -0.15089], [1.67724, -2.50927, -0.52890], [-1.11550, 1.30759, 0.30821], [1.95087, -0.56008, 0.17011], [-0.10516, 0.35261, 0.46968], [-2.06027, 1.01770, -0.70067], [-0.10873, 0.03780, 1.52093], [1.89280, -2.30318, 1.31207], [1.39958, 0.62471, 0.14533]], "forces_ev_per_a": [[0.2, 0.2, -0.1], [0.0, -0.1, 0.0], [0.1, 0.3, 0.2], [0.2, 0.0, 0.0], [-0.4, -0.2, 0.0], [-0.2, 0.0, 0.3], [0.3, 0.0, 0.0], [0.3, 0.3, -0.1], [-0.3, -0.1, 0.0], [-0.1, -0.2, 0.1], [-0.2, 0.1, -0.3], [-0.2, 0.1, -0.1], [0.3, 0.0, -0.1], [0.0, -0.3, 0.0]], "smiles": "C=C=CCOC", "e_above_lowest_kcal_mol": 79.2, "homo_lumo_gap_ev": 10.3, "total_charge": 0}

***

Entry 6:
{"formula": "FHO4", "method": "ωB97M-V with the def2-TZVPD basis set", "elements": ["H", "O", "O", "F", "O", "O"], "xyz": [[0.87598, -0.78635, -0.58396], [0.28488, -0.91054, 1.64364], [0.27052, -2.10463, 1.81654], [-1.17341, -0.44821, 1.26967], [0.93329, 0.93930, -0.05793], [1.32331, -0.22714, 0.03319]], "forces_ev_per_a": [[-1.4, -1.1, -1.4], [0.2, -1.0, 0.5], [0.3, 0.4, -0.1], [-0.2, 0.3, -0.4], [-0.7, 2.3, -0.6], [1.8, -1.0, 2.0]], "e_above_lowest_kcal_mol": 52.9, "homo_lumo_gap_ev": [6.2, 6.2], "total_charge": 0}

***

- Number 4 is which compound?
  H8O3S2